No. 1
The following is a DFT calculation (ωB97M-V with the def2-TZVPD basis set) of a cluster of 2 separate species, C2H9N2S in total.

Results
LUMO level (alpha / beta) ... 0.025 / -0.106 hartree
Frontier orbital gap (alpha / beta) ... 9.81 / 6.22 eV
Calculated total energy ... -16033.590 eV

```
! wB97M-V def2-TZVPD RIJCOSX def2/J DEFGRID3
* xyz 0 2
N -0.431 0.760 -1.633
C -0.345 -0.512 -0.903
C 0.949 -0.578 -0.076
N 0.765 -1.338 1.164
H -0.682 1.470 -0.947
H -1.246 0.730 -2.245
H -0.352 -1.328 -1.627
H -1.186 -0.690 -0.221
H 1.698 -1.110 -0.661
H 1.332 0.438 0.076
H 1.650 -1.421 1.647
H 0.094 -0.883 1.767
S -0.952 1.642 1.557
H -1.293 2.820 2.102
*
```


No. 2
The following is a DFT calculation (ωB97M-V with the def2-TZVPD basis set) of a cluster of 2 separate species, C2H9N2S in total in a non-equilibrium geometry.

Results
LUMO level ... -0.194 hartree
Frontier orbital gap ... 8.48 eV
Calculated total energy ... -16026.717 eV

```
! wB97M-V def2-TZVPD RIJCOSX def2/J DEFGRID3
* xyz 1 1
C 0.944 -0.045 0.368
C 0.019 0.556 -0.683
N 1.197 -1.399 0.108
N -1.697 0.420 0.850
S -0.485 -0.314 -2.043
H 0.764 0.052 1.398
H 1.987 0.530 0.098
H -0.046 1.629 -0.798
H 1.883 -1.624 -0.580
H 1.346 -1.806 1.022
H -2.539 -0.018 0.546
H -1.227 -0.011 1.659
H -1.901 1.380 1.001
H -0.244 0.652 -2.946
*
```


Table of relative energy (zero: lowest compared OMol25 entry of this formula, charge and spin) (kJ/mol), in record order: 20.4, 259.6